Entry 1:
16
Properties=species:S:1:pos:R:3:mulliken_charge:R:1 method="wB97M-V/def2-TZVPD" e_tot_ha=-207.98722 e_lumo_ev=-0.198 smiles="CB/C=C/BC" spin_multiplicity=1 homo_lumo_gap_ev=9.65 charge=0 e_above_lowest_ev=0.859
C -3.1095 0.2923 0.2824 -0.86
B -2.1106 -0.7389 -0.4213 0.17
C -0.6188 -0.7811 0.1576 -0.23
C 0.5582 -0.7348 -0.4969 -0.45
B 1.9925 -0.1496 0.5084 0.18
C 3.2175 0.4591 -0.2582 -0.90
H -2.5768 1.3137 0.0245 0.27
H -3.3435 0.3886 1.4562 0.28
H -4.1479 0.5859 -0.1404 0.26
H -2.5422 -1.1879 -1.3945 -0.08
H -0.5733 -0.5058 1.2466 0.16
H 0.6043 -0.5490 -1.4931 0.34
H 2.0262 -0.2756 1.7445 -0.07
H 3.9094 0.9697 0.4281 0.26
H 2.8335 1.1582 -0.8918 0.34
H 3.8810 -0.2446 -0.7521 0.32

=====

Entry 2:
18
Properties=species:S:1:pos:R:3:mulliken_charge:R:1 method="wB97M-V/def2-TZVPD" e_tot_ha=-327.08650 e_lumo_ev=0.861 smiles="C[C@H](N)CCC=O" spin_multiplicity=1 homo_lumo_gap_ev=10.60 charge=0 e_above_lowest_ev=1.220
C 2.3187 0.1752 -0.4042 -1.31
C 0.9139 0.4568 0.0926 0.52
N 0.9126 0.2589 1.6030 -0.82
C -0.1663 -0.3699 -0.5607 -0.65
C -1.5244 -0.2113 0.1016 -0.70
C -2.7711 -0.6341 -0.6125 -0.10
O -2.8517 -1.0709 -1.7290 -0.47
H 2.4188 -0.8683 -0.7116 0.32
H 2.5252 0.7758 -1.2859 0.32
H 3.0936 0.3684 0.3252 0.37
H 0.6653 1.5223 -0.0354 0.27
H 0.0235 0.6204 1.9387 0.26
H 1.5573 0.9808 1.9216 0.28
H 0.1242 -1.4212 -0.5966 0.34
H -0.3123 -0.0748 -1.6012 0.32
H -1.6932 0.8182 0.4474 0.35
H -1.5758 -0.7340 1.0563 0.36
H -3.6582 -0.5922 0.0507 0.33

=====

Entry 3:
9
Properties=species:S:1:pos:R:3:mulliken_charge:R:1 method="wB97M-V/def2-TZVPD" e_tot_ha=-1004.28036 e_lumo_ev=0.583 smiles="C#[N+][S-].O=CS" spin_multiplicity=1 homo_lumo_gap_ev=9.37 charge=0 e_above_lowest_ev=2.916
C 0.3469 2.0686 -1.8964 -0.06
N -0.1483 2.0785 -0.8459 -0.10
S -0.8518 2.2764 0.5356 -0.21
H 0.7094 2.2125 -2.8995 0.38
O -0.1287 -3.0272 -0.0971 -0.41
C -0.3238 -2.1321 0.6926 0.13
S 0.9857 -1.0538 1.1395 -0.20
H -1.3670 -1.9920 1.0955 0.31
H 0.7776 -0.4307 2.2756 0.15

=====

Entry 4:
20
Properties=species:S:1:pos:R:3:mulliken_charge:R:1 method="wB97M-V/def2-TZVPD" e_tot_ha=-328.24828 e_lumo_ev=0.829 smiles="CC/C=C/NC.O" spin_multiplicity=1 homo_lumo_gap_ev=8.53 charge=0 e_above_lowest_ev=1.920
C -2.5173 1.1116 1.6386 -1.04
C -1.9856 -0.3073 1.4470 -0.54
C -0.5048 -0.3403 1.0731 -0.12
C -0.0548 0.2770 -0.0084 -0.43
N 1.2683 0.2031 -0.4767 -0.20
C 2.3434 0.8528 0.2539 -0.86
H -2.4115 1.7221 0.7390 0.31
H -3.5922 1.0688 1.8459 0.32
H -2.0429 1.6096 2.4822 0.29
H -2.5663 -0.8582 0.7131 0.29
H -2.0297 -0.8292 2.4088 0.29
H 0.1230 -1.0614 1.5767 0.36
H -0.7785 0.7529 -0.6784 0.26
H 1.4982 -0.1080 -1.4038 0.21
H 2.9017 1.5473 -0.3895 0.31
H 3.0781 0.1676 0.6804 0.25
H 1.9144 1.4571 1.0487 0.29
O 1.5875 -2.2918 -3.9786 -0.63
H 2.0978 -3.0984 -4.1220 0.32
H 1.6710 -1.8753 -4.8499 0.32

=====

Entry 5:
12
Properties=species:S:1:pos:R:3:mulliken_charge:R:1 method="wB97M-V/def2-TZVPD" e_tot_ha=-397.78913 e_lumo_ev=0.530 smiles="O=c1[nH]cco1.O" spin_multiplicity=1 homo_lumo_gap_ev=9.70 charge=0 e_above_lowest_ev=1.294
O 0.9568 -0.6735 -0.7186 -0.66
C 0.4681 -0.1050 0.2298 0.46
N -0.6449 -0.5230 0.9145 -0.02
C -0.9967 0.4325 1.8151 -0.18
C -0.0579 1.3696 1.7697 -0.30
O 0.8998 1.0560 0.7871 -0.27
H -1.1828 -1.3468 0.6797 0.21
H -1.8785 0.2470 2.3974 0.38
H 0.1665 2.1818 2.4821 0.35
O 0.7690 -0.5647 -3.7073 -0.66
H 0.5452 -0.5490 -2.7514 0.37
H 0.9554 -1.5249 -3.8979 0.30

=====

Entry 6:
54
Properties=species:S:1:pos:R:3:mulliken_charge:R:1 method="wB97M-V/def2-TZVPD" e_tot_ha=-6723.18979 e_lumo_ev="-3.181 / -6.310" spin_multiplicity=5 homo_lumo_gap_ev="7.03 / 4.86" charge=+1
Pt 1.4335 -0.1147 -0.2182 0.77
O 5.4810 4.6160 -1.1949 -0.52
C 4.1758 4.6088 -0.5433 -0.92
C 3.7168 3.0940 -0.2979 1.16
C 5.0761 2.3990 0.1389 -1.08
O 4.8154 1.0471 0.4882 -0.36
C 3.2890 2.5582 -1.6427 -1.12
Se 3.1262 0.5931 -1.7508 -0.01
C 2.7046 3.1246 0.8239 -1.15
Se 2.1209 1.3958 1.4745 -0.17
H 5.9524 5.4542 -1.0296 0.31
H 3.3854 5.0772 -1.2091 0.32
H 4.2868 5.2301 0.3816 0.49
H 5.5572 3.0328 0.8741 0.50
H 5.6929 2.4782 -0.6920 0.49
H 5.4419 0.7293 1.1991 0.30
H 3.9827 2.8524 -2.4362 0.53
H 2.2913 3.0350 -1.9559 0.37
H 1.7280 3.6202 0.5102 0.39
H 3.0985 3.6913 1.6434 0.53
O -7.7293 -2.9726 0.3092 -0.45
S -8.1097 -2.0072 -0.7086 1.18
O -9.5088 -1.6701 -0.6822 -0.41
O -7.6714 -2.2955 -2.0848 -0.41
C -7.0632 -0.5393 -0.2056 0.25
N -7.6976 0.5730 0.2290 -0.45
C -6.8855 1.4963 0.6030 -0.30
C -5.4940 1.3864 0.6937 -0.66
C -4.9957 0.1497 0.3258 0.80
N -5.7577 -0.7953 -0.1059 -0.43
C -3.5180 0.0023 0.3613 1.04
C -2.9435 -1.2510 0.5882 -0.92
C -1.5351 -1.3798 0.4701 -0.67
N -0.7413 -0.3349 0.1108 -0.65
C -1.2926 0.8664 -0.1129 -0.19
C -2.6775 1.0761 0.0411 -1.02
H -7.3033 2.4824 0.9226 0.38
H -4.7219 2.0957 1.1248 0.40
H -3.6356 -2.0475 0.7416 0.53
H -1.0808 -2.2709 0.7344 1.21
H -0.6861 1.7339 -0.3288 0.38
H -3.0640 2.0342 -0.2276 0.47
N 4.1599 -5.4402 0.6917 -0.47
C 2.9604 -4.8842 0.3518 0.45
C 2.7502 -3.5096 0.3275 -0.27
N 1.5868 -2.9966 -0.0365 -0.14
C 0.5662 -3.8423 -0.2580 -0.49
C 0.7354 -5.1893 -0.1847 -0.54
N 1.9162 -5.6785 0.0739 -0.57
H 4.7531 -4.8431 1.2305 0.22
H 4.2167 -6.4228 0.9609 0.27
H 3.5060 -2.7722 0.5635 0.34
H -0.3346 -3.4189 -0.6263 0.91
H -0.0601 -5.8571 -0.4569 0.37

=====

Entry 7:
6
Properties=species:S:1:pos:R:3:mulliken_charge:R:1 method="wB97M-V/def2-TZVPD" e_tot_ha=-985.57326 e_lumo_ev=3.322 spin_multiplicity=1 homo_lumo_gap_ev=6.43 charge=-1 e_above_lowest_ev=1.750
C 1.3541 1.4417 0.5340 0.63
O 0.9446 -0.3264 0.2863 -0.41
O 2.2095 1.6761 -0.2519 -0.44
S 0.3490 1.9020 1.6843 -0.52
S 1.1175 -0.8266 -1.3926 -0.56
H 0.0361 -0.0592 0.5316 0.30

=====

Entry 8:
12
Properties=species:S:1:pos:R:3:mulliken_charge:R:1 method="wB97M-V/def2-TZVPD" e_tot_ha=-269.29515 e_lumo_ev=0.771 spin_multiplicity=1 homo_lumo_gap_ev=9.62 charge=0 e_above_lowest_ev=1.390
C 1.3155 1.1237 -0.4850 -1.06
C 0.5444 0.6987 0.7324 0.03
C -0.4979 -0.1314 0.8261 -0.24
C -1.2037 -0.9200 -0.2165 -0.90
C -0.8510 -2.1229 -0.6133 0.72
O -0.6209 -3.2086 -0.9686 -0.37
H 2.2678 0.5800 -0.5507 0.26
H 0.7536 0.9399 -1.4068 0.34
H 1.5669 2.1913 -0.4283 0.31
H 0.8858 1.1073 1.6849 0.33
H -0.9091 -0.3070 1.8200 0.34
H -2.3049 -0.9884 -0.2289 0.25

=====

no.,M (g mol⁻¹)
1,79.7
2,101.1
3,121.2
4,103.2
5,103.1
6,786.5
7,109.2
8,82.1